No. 1
The following is a quantum chemistry calculation of C36H36N5O2S6SbW as an isolated structure, from OMol25.

LUMO level (alpha / beta) = -0.40 / -0.31 eV
charge = 0
HOMO (alpha / beta) = -6.796 / -7.351 eV
ΔE to the lowest compared entry with this formula, charge and spin = 242.6 kJ/mol
multiplicity = 3
expectation value of S² = 2.019
frontier orbital gap (alpha / beta) = 6.40 / 7.05 eV

```
87
C36H36N5O2S6SbW, DFT wB97M-V/def2-TZVPD
W 0.958 0.160 0.089
C 1.371 4.530 5.542
C 1.162 3.344 4.642
C 1.674 2.091 4.966
C 1.516 1.015 4.112
C 0.822 1.149 2.914
N 0.636 0.041 2.048
C -0.036 -1.064 2.607
C -1.053 -0.873 3.553
C -1.774 -1.927 4.067
C -1.537 -3.235 3.642
C -2.365 -4.380 4.155
C -0.549 -3.434 2.697
C 0.210 -2.379 2.197
N 1.241 -2.687 1.271
C 1.939 -3.836 1.184
C 2.688 -3.793 0.032
C 2.386 -2.562 -0.553
N 1.502 -1.909 0.196
C 0.317 2.406 2.574
C 0.492 3.484 3.434
N -0.412 2.567 1.386
C -1.647 3.307 1.226
C -1.819 3.296 -0.313
C -0.552 2.689 -0.799
N 0.107 2.175 0.173
H 1.669 4.217 6.542
H 0.463 5.127 5.629
H 2.156 5.180 5.150
H 2.212 1.958 5.897
H 1.915 0.042 4.373
H -1.260 0.138 3.881
H -2.550 -1.734 4.799
H -2.467 -4.337 5.240
H -1.919 -5.338 3.894
H -3.372 -4.354 3.730
H -0.380 -4.429 2.306
H 1.867 -4.583 1.954
H 3.377 -4.534 -0.331
H 2.788 -2.106 -1.448
H 0.108 4.457 3.149
H -1.656 4.265 1.745
H -2.142 4.209 -0.807
H -0.265 2.502 -1.822
O -1.483 0.016 0.385
S -2.419 0.536 -0.690
C -3.949 -0.353 -0.336
C -3.696 -1.856 -0.425
C -3.299 -2.307 -1.831
C -3.192 -3.820 -2.013
S -1.668 -4.540 -1.239
O -1.053 -3.465 -0.404
C -0.675 -4.626 -2.728
C 0.116 -3.539 -3.055
C 0.891 -3.586 -4.205
C 0.869 -4.720 -5.006
C 0.076 -5.809 -4.663
C -0.702 -5.769 -3.515
C -2.969 2.231 -0.145
C -4.245 2.589 -0.828
C -5.256 3.130 -0.150
C -5.182 3.375 1.293
C -4.106 3.047 2.007
C -2.903 2.407 1.398
H -4.676 -0.024 -1.082
H -4.297 -0.047 0.653
H -4.625 -2.353 -0.128
H -2.923 -2.138 0.287
H -2.354 -1.847 -2.134
H -4.057 -1.953 -2.538
H -3.141 -4.058 -3.074
H -4.047 -4.346 -1.585
H 0.123 -2.667 -2.415
H 1.509 -2.734 -4.464
H 1.477 -4.759 -5.901
H 0.071 -6.694 -5.286
H -1.310 -6.621 -3.230
H -4.302 2.443 -1.902
H -6.161 3.416 -0.671
H -6.037 3.832 1.775
H -4.076 3.232 3.075
H -2.639 1.484 1.925
S 2.337 3.230 -2.964
Sb 2.732 1.097 -2.381
S 3.202 0.874 0.028
S 0.546 -0.001 -2.221
S 4.000 -0.412 -3.473
```

The molecule's Löwdin atomic charges, reported in e, are given here: 0.954, -0.051, -0.272, -0.036, -0.006, -0.252, -0.149, -0.225, -0.010, -0.035, -0.271, -0.048, 0.011, -0.125, -0.056, -0.040, -0.016, -0.136, -0.116, -0.146, 0.030, -0.045, -0.126, -0.108, -0.142, -0.059, 0.074, 0.078, 0.086, 0.112, 0.126, 0.118, 0.115, 0.080, 0.075, 0.081, 0.116, 0.129, 0.106, 0.053, 0.120, 0.152, 0.160, 0.041, -0.573, 1.015, -0.300, -0.240, -0.242, -0.294, 0.989, -0.522, -0.399, -0.088, -0.049, -0.072, -0.083, -0.097, -0.415, -0.089, -0.063, -0.070, -0.035, -0.177, 0.098, 0.110, 0.124, 0.092, 0.092, 0.122, 0.089, 0.083, 0.030, 0.101, 0.106, 0.103, 0.107, 0.124, 0.108, 0.103, 0.116, 0.139, -0.178, -0.089, 0.021, 0.042, -0.187



No. 2
The following is a quantum chemistry calculation of a 2-piece molecular cluster, C36H36N5O3 overall, from OMol25.

LUMO level = -3.84 eV
charge = +1
HOMO = -10.245 eV
frontier orbital gap = 6.41 eV

```
80
C36H36N5O3, DFT wB97M-V/def2-TZVPD
C -4.457 -5.734 1.368
C -3.618 -4.474 1.294
N -2.772 -4.502 0.092
C -2.239 -3.343 -0.344
C -1.517 -3.208 -1.535
C -1.054 -1.995 -2.092
C -0.334 -2.083 -3.367
C 0.616 -1.136 -3.823
C 1.336 -1.349 -5.000
C 1.114 -2.486 -5.792
C 0.135 -3.405 -5.391
C -0.589 -3.193 -4.228
C -2.472 -5.776 -0.562
C -2.569 -6.947 0.409
O -3.667 -6.923 1.318
H -4.965 -5.811 2.338
H -5.205 -5.724 0.556
H -4.263 -3.590 1.241
H -2.997 -4.393 2.202
H -2.400 -2.446 0.267
H -1.356 -4.122 -2.118
H -1.497 -1.032 -1.766
H 0.791 -0.252 -3.221
H 2.090 -0.631 -5.312
H 1.687 -2.664 -6.712
H -0.073 -4.294 -5.982
H -1.388 -3.889 -3.981
H -3.147 -5.958 -1.418
H -1.440 -5.750 -0.925
H -2.680 -7.896 -0.139
H -1.639 -6.992 1.003
O 0.203 -1.596 2.328
C 1.230 -0.966 2.608
C 2.126 -1.315 3.747
C 3.257 -2.088 3.489
C 4.163 -2.316 4.528
C 3.905 -1.809 5.805
C 2.717 -1.121 6.067
C 1.798 -0.895 5.039
N 1.688 0.160 1.915
C 2.519 1.116 2.620
C 2.845 2.328 1.783
N 1.658 2.831 1.171
C 1.758 4.186 0.742
C 0.395 4.655 0.309
N -0.149 3.810 -0.745
C -0.705 4.365 -1.915
O -0.953 3.729 -2.932
C -0.921 5.865 -1.825
C -0.229 6.686 -2.719
C -0.322 8.077 -2.610
C -1.160 8.659 -1.652
C -1.930 7.833 -0.822
C -1.823 6.439 -0.916
C -0.001 2.408 -0.560
C -0.572 1.409 -1.378
N -0.302 0.093 -1.173
C 0.383 -0.356 -0.090
C 0.937 0.574 0.803
C 0.829 1.958 0.506
H 3.419 -2.474 2.479
H 5.075 -2.879 4.326
H 4.635 -1.953 6.601
H 2.502 -0.746 7.069
H 0.855 -0.368 5.206
H 2.013 1.451 3.533
H 3.440 0.625 2.934
H 3.239 3.110 2.435
H 3.630 2.098 1.046
H 2.107 4.793 1.581
H 2.507 4.317 -0.060
H -0.299 4.649 1.157
H 0.492 5.676 -0.032
H 0.407 6.231 -3.477
H 0.267 8.716 -3.273
H -1.219 9.748 -1.554
H -2.607 8.282 -0.091
H -2.418 5.798 -0.265
H -1.256 1.651 -2.196
H 0.434 -1.444 0.081
```

The molecule's Löwdin atomic charges, reported in e, are given here: -0.171, -0.103, -0.062, 0.003, -0.049, 0.028, -0.181, -0.010, -0.060, -0.057, -0.069, -0.036, -0.109, -0.166, -0.124, 0.140, 0.134, 0.137, 0.147, 0.158, 0.084, 0.111, 0.097, 0.109, 0.116, 0.111, 0.104, 0.148, 0.129, 0.136, 0.133, 0.060, -0.366, -0.197, -0.028, -0.066, -0.075, -0.065, -0.030, 0.037, -0.108, -0.131, -0.092, -0.138, -0.116, 0.035, -0.345, 0.083, -0.176, -0.022, -0.068, -0.075, -0.069, -0.043, -0.069, -0.028, -0.039, -0.037, -0.096, -0.054, 0.127, 0.109, 0.108, 0.110, 0.128, 0.137, 0.133, 0.134, 0.144, 0.135, 0.147, 0.143, 0.123, 0.123, 0.109, 0.110, 0.109, 0.122, 0.118, 0.119



No. 3
The following is a quantum chemistry calculation of a 7-piece molecular cluster, C36H37BF6NO2P2S overall, from OMol25.

LUMO level = 1.98 eV
charge = -1
HOMO = -4.513 eV
ΔE to the lowest compared entry with this formula, charge and spin = 0.0 kJ/mol
frontier orbital gap = 6.50 eV

```
86
C36H37BF6NO2P2S, DFT wB97M-V/def2-TZVPD
N -2.928 -3.777 1.838
P -2.570 -4.666 0.562
B -1.435 -3.886 -0.788
P -1.685 -4.602 -2.533
O -0.861 -3.557 -3.530
O -3.208 -4.237 -3.025
S -1.230 -6.462 -2.947
H -3.923 -3.755 2.030
H -1.932 -5.894 0.901
H -3.700 -5.220 -0.101
H -1.702 -2.714 -0.842
H -0.276 -4.102 -0.518
H -0.200 -3.078 -3.004
H -3.240 -4.073 -3.980
F -0.293 -0.597 -0.951
C -0.821 0.620 -0.772
C -1.833 0.755 0.164
C -2.359 2.021 0.379
C -1.909 3.112 -0.355
C -0.905 2.941 -1.297
C -0.340 1.689 -1.505
H -2.160 -0.119 0.714
H -3.126 2.148 1.131
H -2.333 4.093 -0.187
H -0.546 3.791 -1.865
H 0.460 1.531 -2.217
F -3.246 4.457 2.145
C -4.174 4.626 3.115
C -3.974 4.000 4.329
C -4.931 4.177 5.319
C -6.051 4.964 5.084
C -6.220 5.578 3.850
C -5.275 5.413 2.845
H -3.096 3.387 4.479
H -4.798 3.692 6.277
H -6.793 5.095 5.860
H -7.094 6.188 3.662
H -5.381 5.876 1.874
F 0.735 9.753 1.432
C 0.543 8.592 2.097
C -0.477 7.756 1.686
C -0.668 6.565 2.375
C 0.154 6.233 3.445
C 1.173 7.094 3.830
C 1.377 8.290 3.155
H -1.096 8.037 0.845
H -1.451 5.885 2.069
H 0.005 5.299 3.970
H 1.822 6.832 4.655
H 2.168 8.975 3.427
F 4.394 -5.787 -8.156
C 3.260 -5.966 -7.430
C 2.621 -7.187 -7.493
C 1.461 -7.359 -6.746
C 0.965 -6.328 -5.959
C 1.637 -5.113 -5.919
C 2.797 -4.919 -6.658
H 3.028 -7.974 -8.113
H 0.944 -8.310 -6.776
H 0.068 -6.451 -5.365
H 1.244 -4.316 -5.299
H 3.340 -3.983 -6.641
F 3.641 5.781 2.239
C 3.740 5.015 1.129
C 2.598 4.427 0.622
C 2.716 3.642 -0.518
C 3.951 3.459 -1.124
C 5.081 4.063 -0.588
C 4.984 4.851 0.551
H 1.646 4.585 1.112
H 1.827 3.178 -0.924
H 4.035 2.843 -2.010
H 6.047 3.919 -1.054
H 5.847 5.333 0.991
F 1.232 -6.375 -0.438
C 1.868 -6.807 0.655
C 2.265 -5.882 1.604
C 2.921 -6.340 2.737
C 3.172 -7.695 2.911
C 2.757 -8.601 1.943
C 2.097 -8.163 0.803
H 2.039 -4.836 1.448
H 3.231 -5.630 3.494
H 3.682 -8.045 3.800
H 2.944 -9.660 2.075
H 1.754 -8.843 0.036
```

The molecule's Löwdin atomic charges, reported in e, are given here: -0.395, 0.592, -0.761, 0.176, -0.287, -0.278, 0.182, -0.095, -0.041, -0.029, -0.002, 0.004, 0.050, 0.057, 0.062, -0.280, 0.008, -0.081, -0.107, -0.106, -0.036, 0.125, 0.094, 0.087, 0.103, 0.114, 0.029, -0.278, -0.009, -0.081, -0.098, -0.085, -0.013, 0.121, 0.105, 0.100, 0.103, 0.118, 0.046, -0.286, -0.012, -0.078, -0.096, -0.091, -0.021, 0.116, 0.083, 0.103, 0.106, 0.116, 0.029, -0.297, -0.033, -0.083, -0.091, -0.068, -0.023, 0.109, 0.102, 0.027, 0.096, 0.111, 0.047, -0.281, 0.000, -0.066, -0.091, -0.089, -0.023, 0.112, 0.075, 0.101, 0.102, 0.113, 0.049, -0.287, -0.008, -0.092, -0.114, -0.098, -0.014, 0.119, 0.100, 0.093, 0.098, 0.118



| no. | strongest force on any atom (eV Å⁻¹) |
| --- | --- |
| 1 | 0.58 |
| 2 | 3.78 |
| 3 | 0.43 |